{
  "formula": "C22H14FN7",
  "method": "ωB97M-V with the def2-TZVPD basis set",
  "e_above_lowest_ev": 0.758,
  "charge": 0,
  "smiles": "Fc1cccc(-n2nccc2-c2ccc3nnn(-c4ccc5cn[nH]c5c4)c3c2)c1",
  "spin_multiplicity": 1,
  "symbols": ["F", "C", "C", "C", "C", "C", "N", "N", "C", "C", "C", "C", "C", "C", "C", "N", "N", "N", "C", "C", "C", "C", "C", "N", "N", "C", "C", "C", "C", "C", "H", "H", "H", "H", "H", "H", "H", "H", "H", "H", "H", "H", "H", "H"],
  "coordinates": [[4.4215, 1.6699, 0.0201], [3.6155, 0.6159, 0.2709], [3.4087, -0.3377, -0.7124], [2.5661, -1.4107, -0.5079], [1.9070, -1.5062, 0.7490], [2.1431, -0.5437, 1.7503], [1.4698, -0.6225, 2.9742], [2.2020, -0.5209, 4.1420], [1.3964, -0.8122, 5.1451], [0.0966, -1.0664, 4.6322], [0.1312, -0.8899, 3.2709], [-1.0371, -1.0199, 2.3728], [-2.0969, -1.8657, 2.7694], [-3.1741, -2.0655, 1.8697], [-3.2072, -1.4706, 0.6233], [-4.1019, -1.6034, -0.4012], [-3.6870, -0.8607, -1.3626], [-2.5415, -0.1865, -1.0070], [-1.7770, 0.6617, -1.8510], [-1.1711, 1.8136, -1.3416], [-0.3865, 2.6158, -2.1485], [-0.1893, 2.2733, -3.4856], [0.5778, 2.9023, -4.5428], [0.4137, 2.2619, -5.7062], [-0.4750, 1.2373, -5.4188], [-0.8335, 1.2121, -4.0377], [-1.6495, 0.4088, -3.2136], [-2.1916, -0.5730, 0.2824], [-1.1324, -0.3089, 1.1685], [3.0173, 0.5359, 1.4948], [3.9430, -0.2194, -1.6710], [2.4215, -2.1822, -1.2666], [1.2585, -2.3695, 0.9496], [1.7240, -0.7450, 6.1623], [-0.7738, -1.2351, 5.2368], [-2.1148, -2.4052, 3.7039], [-3.9871, -2.6926, 2.1549], [-1.2104, 2.1025, -0.3003], [0.0586, 3.4815, -1.7217], [1.2469, 3.7492, -4.3923], [-0.9396, 0.7359, -6.1573], [-2.2130, -0.4162, -3.6195], [-0.3424, 0.3931, 0.8729], [3.2134, 1.2590, 2.2496]]
}